C31H22BrF35IN2O7PS2 | ωB97M-V/def2-TZVPD

Cartesian coordinates (Å):
O (9.249, 0.675, 2.422)
C (9.301, 1.017, 1.110)
Br (10.870, 0.646, -0.084)
C (7.964, 1.799, 0.486)
C (6.676, 0.760, 0.310)
C (6.831, -0.877, 0.140)
C (5.468, -1.804, 0.009)
C (3.921, -1.178, 0.030)
N (2.774, -2.146, -0.053)
C (1.467, -1.409, 0.027)
P (-0.139, -2.502, -0.004)
S (0.209, -3.934, 1.326)
C (1.312, 0.206, 0.133)
S (-0.434, 0.967, 0.197)
O (-1.366, 0.449, -0.927)
O (-0.250, 2.511, -0.077)
C (-1.176, 0.856, 1.931)
F (-0.174, 0.247, 2.882)
F (-2.498, 0.162, 1.967)
F (-1.424, 2.239, 2.482)
N (2.462, 1.170, 0.209)
C (3.772, 0.435, 0.179)
C (5.151, 1.364, 0.300)
I (4.873, 3.565, 0.470)
H (8.240, 2.354, -0.528)
H (7.683, 2.611, 1.315)
H (7.933, -1.303, 0.162)
H (5.582, -2.979, -0.082)
H (-0.305, -3.206, -1.273)
H (-1.320, -1.793, 0.416)
F (-4.089, -3.203, -4.969)
C (-2.925, -3.196, -4.285)
F (-2.464, -4.476, -4.308)
C (-3.094, -2.712, -2.849)
F (-3.885, -3.551, -2.131)
F (-1.866, -2.751, -2.240)
C (-3.623, -1.276, -2.708)
O (-5.028, -1.142, -2.474)
C (-5.848, -1.177, -3.641)
F (-5.062, -1.080, -4.740)
F (-6.585, -0.033, -3.610)
C (-6.782, -2.393, -3.678)
F (-6.090, -3.560, -3.622)
F (-7.502, -2.425, -4.831)
H (-2.205, -2.578, -4.830)
H (-3.160, -0.863, -1.804)
H (-3.277, -0.620, -3.515)
H (-7.479, -2.376, -2.835)
F (-5.011, 1.574, 7.729)
C (-4.509, 2.477, 6.860)
F (-5.142, 3.652, 7.127)
C (-4.724, 2.071, 5.406)
F (-6.047, 2.021, 5.093)
F (-4.193, 3.051, 4.608)
C (-4.061, 0.747, 4.999)
O (-4.902, -0.410, 5.007)
C (-5.058, -1.044, 6.276)
F (-4.153, -0.530, 7.143)
F (-4.696, -2.342, 6.088)
C (-6.497, -0.978, 6.803)
F (-6.930, 0.302, 6.923)
F (-6.592, -1.537, 8.040)
H (-3.447, 2.618, 7.079)
H (-3.768, 0.858, 3.947)
H (-3.116, 0.570, 5.527)
H (-7.183, -1.503, 6.133)
F (-0.938, 6.719, -1.506)
C (-1.650, 5.699, -0.980)
F (-2.786, 5.607, -1.723)
C (-1.987, 5.918, 0.490)
F (-2.796, 6.997, 0.660)
F (-2.714, 4.840, 0.925)
C (-0.772, 6.049, 1.421)
O (-0.368, 7.381, 1.749)
C (0.477, 8.017, 0.791)
F (0.905, 7.096, -0.105)
F (1.584, 8.410, 1.478)
C (-0.181, 9.235, 0.130)
F (-1.340, 8.902, -0.495)
F (0.629, 9.776, -0.819)
H (-1.087, 4.772, -1.124)
H (-1.070, 5.614, 2.383)
H (0.075, 5.432, 1.095)
H (-0.409, 10.006, 0.871)
F (5.621, -4.864, -2.442)
C (6.537, -5.102, -3.405)
F (7.349, -4.011, -3.435)
C (5.900, -5.335, -4.771)
F (5.249, -4.226, -5.212)
F (6.906, -5.557, -5.676)
C (4.950, -6.540, -4.846)
O (3.555, -6.253, -4.712)
C (3.080, -6.144, -3.371)
F (4.036, -6.591, -2.523)
F (2.050, -7.028, -3.271)
C (2.585, -4.733, -3.027)
F (3.559, -3.804, -3.199)
F (2.199, -4.652, -1.726)
H (7.147, -5.958, -3.101)
H (5.045, -6.946, -5.861)
H (5.264, -7.363, -4.194)
H (1.738, -4.451, -3.658)

Output
Frontier orbital gap: 5.945 eV
F_max: 9.6 eV Å⁻¹
Structure (SMILES): O=C(Br)Cc1ccc2nc([PH2]=S)c(S(=O)(=O)C(F)(F)F)nc2c1I.FC(F)C(F)(F)COC(F)(F)C(F)F.FC(F)C(F)(F)COC(F)(F)C(F)F.FC(F)C(F)(F)COC(F)(F)C(F)F.FC(F)C(F)(F)COC(F)(F)C(F)F
Multiplicity: 1
LUMO: -2.94 eV
Net charge: 0



C31H22ClNO2ReS | ωB97M-V/def2-TZVPD

Cartesian coordinates (Å):
Re (0.015, 0.079, 0.353)
Cl (0.034, 4.226, -5.910)
C (-0.066, 3.000, -4.668)
C (-0.022, 1.643, -5.038)
C (-0.084, 0.673, -4.084)
C (-0.181, 0.979, -2.684)
O (-0.234, 0.038, -1.843)
C (-0.247, 2.375, -2.347)
C (-0.400, 2.826, -1.007)
O (-0.377, 2.199, 0.063)
C (-0.179, 3.355, -3.360)
H (0.065, 1.387, -6.086)
H (-0.044, -0.374, -4.355)
H (-0.574, 3.909, -0.911)
H (-0.202, 4.402, -3.078)
C (2.391, -2.342, 0.085)
C (1.012, -2.920, 0.092)
C (0.884, -4.321, 0.028)
C (-0.344, -4.903, 0.020)
C (-1.496, -4.092, 0.039)
C (-2.780, -4.663, -0.004)
C (-3.884, -3.851, -0.029)
C (-3.731, -2.468, 0.007)
C (-2.484, -1.854, 0.098)
S (-2.423, -0.138, 0.184)
C (-1.314, -2.680, 0.101)
N (-0.053, -2.130, 0.160)
H (3.132, -3.138, 0.022)
H (2.557, -1.740, 0.979)
H (2.506, -1.675, -0.767)
H (1.782, -4.923, -0.003)
H (-0.462, -5.979, -0.018)
H (-2.870, -5.742, -0.022)
H (-4.877, -4.283, -0.074)
H (-4.600, -1.824, -0.026)
C (0.090, -0.022, 2.215)
C (0.068, -0.060, 3.603)
C (0.288, -1.250, 4.342)
C (0.267, -1.240, 5.720)
C (0.029, -0.064, 6.426)
C (-0.201, 1.113, 5.716)
C (-0.187, 1.127, 4.339)
H (0.468, -2.166, 3.791)
H (0.442, -2.163, 6.262)
H (0.027, -0.060, 7.509)
H (-0.397, 2.033, 6.255)
H (-0.370, 2.038, 3.783)
C (1.854, 0.517, 0.019)
C (2.675, 1.254, -0.815)
C (3.354, 0.805, -1.982)
C (3.882, 1.709, -2.882)
C (3.810, 3.082, -2.662)
C (3.292, 3.534, -1.448)
C (2.782, 2.656, -0.519)
H (3.423, -0.257, -2.183)
H (4.357, 1.337, -3.783)
H (4.161, 3.781, -3.411)
H (3.306, 4.595, -1.221)
H (2.395, 2.999, 0.431)

Output
Frontier orbital gap (spin up / spin down): 4.635 / 4.663 eV
F_max: 3.9 eV Å⁻¹
Multiplicity: 1
LUMO (spin up / spin down): 2.26 / 2.25 eV
Net charge: -1



C31H22ClNO8P2 | ωB97M-V/def2-TZVPD

Cartesian coordinates (Å):
N (-2.695, 6.404, 3.067)
P (-1.633, 5.455, 3.676)
C (-0.153, 4.949, 2.730)
O (0.661, 6.016, 2.203)
C (1.622, 5.408, 1.456)
O (2.613, 5.915, 1.054)
O (1.280, 4.099, 1.253)
C (-0.154, 4.000, 1.552)
P (-0.863, 4.534, -0.124)
O (-0.641, 3.099, -0.877)
Cl (-2.863, 4.431, 0.306)
H (-3.619, 5.995, 3.004)
H (-0.939, 5.924, 4.803)
H (-2.009, 4.153, 4.059)
H (0.480, 4.454, 3.491)
H (-0.431, 2.967, 1.784)
H (-0.410, 2.376, -0.281)
O (4.489, -3.053, 2.101)
C (3.595, -2.244, 2.219)
C (2.236, -2.654, 2.682)
C (2.007, -3.988, 2.993)
C (0.757, -4.389, 3.435)
C (-0.269, -3.462, 3.571)
C (-0.049, -2.132, 3.256)
C (1.203, -1.723, 2.809)
C (1.408, -0.293, 2.454)
O (0.489, 0.506, 2.506)
C (2.764, 0.123, 2.003)
C (2.987, 1.454, 1.674)
C (4.239, 1.868, 1.254)
C (5.280, 0.950, 1.169)
C (5.065, -0.380, 1.491)
C (3.807, -0.801, 1.905)
H (2.817, -4.695, 2.881)
H (0.581, -5.430, 3.675)
H (-1.243, -3.779, 3.920)
H (-0.837, -1.397, 3.350)
H (2.172, 2.157, 1.748)
H (4.402, 2.906, 0.992)
H (6.260, 1.274, 0.845)
H (5.861, -1.109, 1.423)
O (-1.317, -0.299, -5.582)
C (-1.670, -1.101, -4.745)
C (-2.579, -2.233, -5.091)
C (-3.003, -2.372, -6.407)
C (-3.829, -3.426, -6.759)
C (-4.235, -4.346, -5.798)
C (-3.822, -4.208, -4.484)
C (-2.995, -3.150, -4.125)
C (-2.576, -3.015, -2.700)
O (-2.974, -3.785, -1.852)
C (-1.647, -1.899, -2.356)
C (-1.221, -1.767, -1.040)
C (-0.341, -0.752, -0.709)
C (0.109, 0.133, -1.679)
C (-0.330, 0.027, -2.987)
C (-1.206, -0.997, -3.330)
H (-2.675, -1.648, -7.140)
H (-4.158, -3.534, -7.784)
H (-4.875, -5.173, -6.077)
H (-4.131, -4.910, -3.722)
H (-1.582, -2.465, -0.297)
H (-0.003, -0.613, 0.308)
H (0.802, 0.920, -1.404)
H (-0.010, 0.724, -3.749)

Output
Frontier orbital gap: 8.040 eV
F_max: 0.6 eV Å⁻¹
Structure (SMILES): N=[PH2][C@@H]1OC(=O)O[C@@H]1P(O)Cl.O=C1c2ccccc2C(=O)c2ccccc21.O=C1c2ccccc2C(=O)c2ccccc21
Multiplicity: 1
LUMO: -1.41 eV
Net charge: 0



C31H22F2HoN5O5S4 | ωB97M-V/def2-TZVPD

Cartesian coordinates (Å):
Ho (1.786, 0.994, 0.610)
O (-0.721, 3.804, -0.565)
S (-1.276, 2.555, -0.042)
O (-0.813, 1.502, -1.264)
N (-0.334, 2.118, 1.170)
C (-0.965, 1.952, 2.416)
C (-2.100, 2.617, 2.867)
C (-2.617, 2.424, 4.104)
C (-2.082, 1.608, 5.013)
C (-0.835, 1.003, 4.659)
C (-0.104, 0.132, 5.574)
C (0.973, -0.521, 5.122)
C (1.400, -0.380, 3.778)
N (0.799, 0.379, 2.895)
C (-0.279, 1.115, 3.372)
C (-3.321, -0.936, -0.533)
C (-3.468, -0.574, 0.865)
C (-4.217, -1.337, 1.708)
C (-4.932, -2.434, 1.181)
C (-4.795, -2.780, -0.135)
C (-3.956, -2.036, -1.008)
H (-2.594, 3.312, 2.217)
H (-3.555, 2.904, 4.298)
H (-2.464, 1.478, 6.073)
H (-0.490, 0.099, 6.593)
H (1.575, -1.024, 5.858)
H (2.376, -0.854, 3.457)
H (-3.023, 0.318, 1.316)
H (-4.282, -1.098, 2.749)
H (-5.642, -2.977, 1.805)
H (-5.366, -3.573, -0.563)
H (-3.977, -2.262, -2.035)
F (3.185, -4.698, 1.362)
C (3.037, -3.633, 0.519)
C (2.784, -2.331, 0.992)
C (2.709, -1.222, 0.102)
C (2.957, -1.444, -1.260)
C (3.121, -2.738, -1.681)
F (3.117, -3.120, -2.974)
C (3.132, -3.838, -0.831)
C (2.933, -0.293, -2.192)
C (3.660, -0.230, -3.387)
C (3.504, 0.845, -4.261)
C (2.718, 1.889, -3.850)
C (2.124, 1.847, -2.609)
N (2.227, 0.785, -1.795)
H (2.544, -2.256, 2.032)
H (3.247, -4.852, -1.216)
H (4.308, -1.063, -3.556)
H (4.048, 0.899, -5.214)
H (2.434, 2.685, -4.524)
H (1.550, 2.630, -2.165)
O (5.230, 3.039, 2.207)
S (4.346, 2.241, 1.340)
O (4.960, 1.449, 0.268)
O (3.487, 1.311, 2.223)
S (2.934, 3.476, 0.538)
C (-0.642, -0.129, -5.097)
C (-1.207, 0.132, -3.745)
C (-2.534, 0.684, -3.581)
C (-3.198, 0.439, -2.464)
N (-2.572, -0.117, -1.411)
C (-1.134, 0.054, -1.402)
S (-0.403, -0.920, -0.121)
N (-0.536, -0.219, -2.710)
H (-1.067, -0.996, -5.571)
H (0.425, -0.372, -5.072)
H (-0.834, 0.700, -5.779)
H (-3.043, 1.150, -4.383)
H (-4.247, 0.687, -2.286)

Output
Frontier orbital gap (spin up / spin down): 6.329 / 6.332 eV
F_max: 3.1 eV Å⁻¹
Multiplicity: 5
LUMO (spin up / spin down): 4.29 / 4.29 eV
Net charge: -2



C31H22IrN7O2S | ωB97M-V/def2-TZVPD

Cartesian coordinates (Å):
Ir (2.553, 2.749, 1.743)
C (-9.406, -1.374, -3.648)
O (-8.188, -1.095, -4.355)
C (-7.126, -0.698, -3.715)
C (-5.985, -0.446, -4.526)
C (-4.828, 0.000, -3.968)
C (-4.748, 0.209, -2.570)
C (-5.888, -0.063, -1.765)
C (-7.052, -0.509, -2.316)
C (-3.574, 0.685, -1.918)
N (-3.495, 0.881, -0.601)
C (-2.249, 1.314, -0.366)
C (-1.520, 1.397, -1.568)
N (-2.381, 0.992, -2.535)
C (-0.176, 1.867, -1.620)
C (0.550, 2.138, -2.790)
C (1.829, 2.627, -2.690)
C (2.379, 2.824, -1.425)
N (1.704, 2.586, -0.308)
C (0.437, 2.133, -0.378)
C (-0.289, 1.995, 0.875)
N (0.377, 2.259, 2.017)
C (-0.284, 2.276, 3.164)
C (-1.652, 2.015, 3.251)
C (-2.338, 1.677, 2.108)
C (-1.648, 1.653, 0.891)
H (-10.128, -1.662, -4.403)
H (-9.763, -0.489, -3.121)
H (-9.265, -2.194, -2.943)
H (-6.069, -0.617, -5.591)
H (-3.980, 0.193, -4.612)
H (-5.807, 0.095, -0.700)
H (-7.901, -0.715, -1.680)
H (-2.183, 0.909, -3.519)
H (0.099, 1.984, -3.762)
H (2.408, 2.866, -3.570)
H (3.388, 3.197, -1.309)
H (0.293, 2.499, 4.052)
H (-2.151, 2.074, 4.208)
H (-3.394, 1.442, 2.118)
O (4.831, 5.365, 4.269)
C (4.247, 4.664, 3.539)
N (3.652, 3.937, 2.791)
S (6.190, -2.540, 3.654)
C (5.177, -1.267, 2.922)
C (5.777, -0.167, 2.320)
C (4.977, 0.824, 1.785)
N (3.640, 0.774, 1.834)
C (3.064, -0.288, 2.411)
C (3.787, -1.328, 2.957)
C (5.751, -3.862, 2.513)
C (6.560, -4.049, 1.403)
C (6.215, -5.062, 0.512)
N (5.157, -5.837, 0.692)
C (4.400, -5.666, 1.766)
C (4.659, -4.688, 2.720)
H (6.854, -0.086, 2.269)
H (5.414, 1.684, 1.293)
H (1.981, -0.300, 2.438)
H (3.277, -2.162, 3.414)
H (7.431, -3.430, 1.236)
H (6.814, -5.250, -0.372)
H (3.559, -6.342, 1.878)
H (4.038, -4.599, 3.600)

Output
Frontier orbital gap (spin up / spin down): 5.541 / 2.755 eV
F_max: 2.7 eV Å⁻¹
Multiplicity: 5
LUMO (spin up / spin down): -6.40 / -9.16 eV
Net charge: +2



C31H22N6SeZn | ωB97M-V/def2-TZVPD

Cartesian coordinates (Å):
Zn (0.953, -0.672, 0.913)
Se (4.001, 6.224, 2.154)
N (3.400, 5.398, 0.645)
C (3.012, 4.204, 1.055)
C (2.463, 3.209, 0.138)
C (2.309, 3.444, -1.211)
C (1.772, 2.446, -2.049)
C (1.409, 1.239, -1.479)
N (1.538, 0.975, -0.178)
C (2.065, 1.944, 0.660)
C (2.176, 1.644, 2.030)
N (1.744, 0.398, 2.459)
C (1.859, 0.088, 3.776)
C (2.382, 0.947, 4.712)
C (2.825, 2.225, 4.290)
C (2.719, 2.583, 2.946)
C (3.144, 3.885, 2.453)
N (3.657, 4.815, 3.256)
H (2.612, 4.409, -1.599)
H (1.636, 2.603, -3.110)
H (0.977, 0.444, -2.077)
H (1.502, -0.895, 4.063)
H (2.444, 0.637, 5.747)
H (3.243, 2.943, 4.984)
C (-1.956, 0.102, 1.494)
N (-1.057, -0.876, 0.925)
C (-1.522, -1.579, -0.118)
C (0.363, -3.242, -0.273)
C (0.739, -4.581, -0.315)
C (2.021, -4.675, 0.291)
C (2.359, -3.389, 0.675)
N (1.371, -2.517, 0.329)
C (-2.417, 1.198, 0.550)
C (-3.686, 1.203, -0.016)
C (-4.077, 2.215, -0.892)
C (-3.191, 3.235, -1.212)
C (-1.914, 3.238, -0.655)
C (-1.536, 2.229, 0.217)
H (-1.432, 0.578, 2.328)
H (-2.844, -0.380, 1.926)
H (-2.472, -1.241, -0.541)
H (0.156, -5.387, -0.739)
H (2.620, -5.564, 0.426)
H (3.250, -3.038, 1.175)
H (-4.374, 0.400, 0.230)
H (-5.070, 2.200, -1.327)
H (-3.489, 4.024, -1.893)
H (-1.207, 4.023, -0.896)
H (-0.545, 2.240, 0.655)
C (-0.914, -2.644, -0.743)
C (-1.568, -3.227, -1.933)
C (-2.959, -3.184, -2.161)
C (-3.540, -3.727, -3.297)
C (-2.770, -4.364, -4.266)
C (-1.400, -4.437, -4.054)
C (-0.817, -3.892, -2.917)
H (-3.611, -2.731, -1.427)
H (-4.616, -3.660, -3.416)
H (-3.227, -4.798, -5.147)
H (-0.764, -4.921, -4.788)
H (0.255, -3.968, -2.774)

Output
Frontier orbital gap (spin up / spin down): 4.190 / 4.046 eV
F_max: 1.2 eV Å⁻¹
Multiplicity: 1
LUMO (spin up / spin down): 4.45 / 4.48 eV
Net charge: -2



C31H22NPSY | ωB97M-V/def2-TZVPD

Cartesian coordinates (Å):
Y (0.679, -0.487, -1.273)
S (0.635, -4.266, -3.463)
C (-0.659, -4.537, -2.397)
C (-1.142, -3.407, -1.848)
C (-0.427, -2.232, -2.169)
C (0.534, -2.560, -3.155)
C (1.405, -1.662, -3.869)
C (1.698, -1.923, -5.232)
C (2.514, -1.006, -5.910)
C (3.052, 0.116, -5.234)
C (2.823, 0.227, -3.859)
N (2.014, -0.597, -3.207)
H (-1.070, -5.510, -2.139)
H (-2.003, -3.460, -1.247)
H (1.326, -2.803, -5.802)
H (2.888, -1.166, -6.920)
H (3.693, 0.810, -5.810)
H (3.178, 1.131, -3.383)
C (0.411, 0.125, 6.472)
C (-0.641, -0.809, 6.180)
C (-1.297, -0.778, 4.958)
C (-0.847, 0.095, 3.927)
C (0.009, 1.163, 4.308)
C (0.707, 1.125, 5.551)
P (-1.305, -0.300, 2.195)
C (0.327, -0.507, 1.450)
C (1.123, 0.653, 1.164)
C (2.407, 0.535, 0.612)
C (2.966, -0.740, 0.348)
C (2.157, -1.877, 0.517)
C (0.852, -1.777, 1.042)
C (-1.776, 1.324, 1.575)
C (-2.348, 2.238, 2.435)
C (-3.133, 3.317, 1.932)
C (-3.047, 3.666, 0.560)
C (-2.414, 2.785, -0.335)
C (-2.515, 3.092, -1.729)
C (-2.067, 2.215, -2.682)
C (-1.571, 0.989, -2.211)
C (-1.329, 0.679, -0.886)
C (-1.830, 1.521, 0.125)
H (0.993, -0.060, 7.392)
H (-0.847, -1.597, 6.884)
H (-1.990, -1.612, 4.678)
H (0.154, 2.004, 3.626)
H (1.348, 1.989, 5.715)
H (0.678, 1.677, 1.267)
H (2.989, 1.454, 0.524)
H (4.013, -0.883, 0.125)
H (2.662, -2.838, 0.400)
H (0.236, -2.653, 1.205)
H (-2.322, 2.042, 3.475)
H (-3.726, 3.909, 2.626)
H (-3.561, 4.513, 0.154)
H (-3.017, 4.072, -1.908)
H (-2.167, 2.342, -3.760)
H (-1.417, 0.241, -2.994)

Output
Frontier orbital gap: 6.683 eV
F_max: 3.0 eV Å⁻¹
Multiplicity: 1
LUMO: -3.53 eV
Net charge: +1



Question: What is the formula in the sixth record?
Answer: C31H22N6SeZn



Question: multiplicity of number 6 (C31H22N6SeZn)?
Answer: 1